1.
C38H52N2O3PtS3 | the ωB97M-V functional and the def2-TZVPD basis

Structure (ORCA input):
```
! wB97M-V def2-TZVPD RIJCOSX def2/J DEFGRID3
* xyz 2 1
Pt 0.67 -0.60 -0.97
C -1.58 -0.93 5.56
C -0.07 -1.06 5.28
C 0.41 -2.45 5.71
C 0.68 0.00 6.08
C 0.16 -0.91 3.78
C 0.98 0.07 3.23
C 1.16 0.14 1.87
N 0.57 -0.72 1.03
C -0.27 -1.65 1.53
C -0.47 -1.77 2.89
C -0.97 -2.42 0.50
C -1.86 -3.44 0.74
C -2.51 -4.11 -0.30
C -2.19 -3.68 -1.59
C -1.29 -2.65 -1.78
N -0.69 -2.03 -0.77
C -3.48 -5.23 0.00
C -4.09 -5.81 -1.28
C -2.73 -6.34 0.74
C -4.61 -4.68 0.88
H -1.75 -1.01 6.63
H -2.16 -1.71 5.07
H -1.95 0.04 5.23
H 0.26 -2.58 6.78
H 1.48 -2.58 5.50
H -0.13 -3.25 5.20
H 0.48 -0.15 7.14
H 0.36 1.01 5.82
H 1.76 -0.07 5.94
H 1.49 0.79 3.85
H 1.79 0.89 1.41
H -1.15 -2.53 3.25
H -2.06 -3.73 1.77
H -2.64 -4.15 -2.46
H -1.01 -2.32 -2.77
H -3.34 -6.25 -1.93
H -4.65 -5.06 -1.84
H -4.79 -6.60 -1.01
H -1.90 -6.73 0.15
H -3.42 -7.17 0.94
H -2.34 -6.00 1.70
H -5.14 -3.85 0.39
H -4.24 -4.32 1.85
H -5.34 -5.47 1.08
O 0.57 -0.60 -3.04
S -0.06 0.39 -4.03
C -1.70 0.77 -3.31
C -2.28 2.13 -3.71
C -2.05 3.23 -2.68
C -2.89 3.06 -1.41
S -1.99 2.66 0.10
O -1.07 1.53 -0.25
C -0.98 4.14 0.22
C 0.39 4.03 0.12
C 1.17 5.17 0.27
C 0.58 6.39 0.52
C -0.81 6.49 0.63
C -1.59 5.36 0.49
C 0.76 1.96 -4.00
C 0.64 2.70 -5.18
C 1.23 3.95 -5.26
C 1.97 4.44 -4.19
C 2.11 3.67 -3.04
C 1.50 2.43 -2.93
H -1.55 0.70 -2.23
H -2.32 -0.06 -3.65
H -3.35 2.00 -3.88
H -1.88 2.44 -4.68
H -2.30 4.19 -3.13
H -0.99 3.28 -2.43
H -3.61 2.24 -1.50
H -3.47 3.96 -1.18
H 0.83 3.06 -0.09
H 2.25 5.10 0.19
H 1.19 7.28 0.64
H -1.27 7.44 0.83
H -2.67 5.43 0.60
H 0.11 2.29 -6.03
H 1.14 4.53 -6.17
H 2.44 5.41 -4.25
H 2.70 4.05 -2.21
H 1.63 1.83 -2.05
C 6.16 1.52 -0.21
C 5.17 0.83 -1.14
S 3.79 0.14 -0.22
O 2.68 0.05 -1.28
C 4.35 -1.56 0.03
C 4.37 -2.39 -1.24
H 7.01 1.88 -0.78
H 6.54 0.83 0.55
H 5.70 2.37 0.30
H 5.63 0.04 -1.73
H 4.70 1.53 -1.84
H 3.66 -1.97 0.77
H 5.33 -1.47 0.51
H 3.45 -2.26 -1.81
H 4.47 -3.44 -0.97
H 5.21 -2.13 -1.89
*
```

As for the energy above the lowest of the compared OMol25 structures with the same formula, charge and spin: 0.0 kcal per mole. The HOMO energy is -0.49179 hartree.

These are the Löwdin partial charges, in e, on atoms 1 to 5: Pt 1.18; C -0.03; C -0.56; C -0.03; C -0.05



2.
C3H8N2O | the ωB97M-V functional and the def2-TZVPD basis

Structure (ORCA input):
```
! wB97M-V def2-TZVPD RIJCOSX def2/J DEFGRID3
* xyz 0 1
C 0.47 -0.49 2.52
N 0.50 0.30 1.46
O -0.33 -0.20 0.44
C -0.42 1.01 -0.51
C -0.69 0.35 -1.91
N 0.42 -0.80 -1.63
H -0.22 -1.52 2.58
H 1.43 -0.09 3.22
H -1.16 1.68 0.02
H 0.52 1.46 -0.55
H -1.73 0.11 -1.95
H -0.12 1.16 -2.82
H 0.56 -1.47 -2.58
H 0.75 -1.47 -0.89
*
```

The structure (SMILES) is C=NOCCN. As for the energy above the lowest of the compared OMol25 structures with the same formula, charge and spin: 171.5 kcal per mole. The HOMO energy is -0.32370 hartree.

These are the Löwdin partial charges, in e, on atoms 1 to 5: C -0.07; N -0.08; O -0.27; C -0.18; C -0.16